{
  "formula": "C22H27F8O18P",
  "method": "ωB97M-V/def2-TZVPD",
  "e_lumo_ev": 0.35,
  "mol_weight_g_mol": 762.398,
  "orbital_gap_ev": 9.8331,
  "elements": ["C", "C", "F", "P", "C", "C", "F", "H", "H", "H", "H", "H", "H", "H", "H", "H", "C", "C", "O", "C", "O", "O", "F", "H", "H", "H", "C", "C", "O", "C", "O", "O", "F", "H", "H", "H", "C", "C", "O", "C", "O", "O", "F", "H", "H", "H", "C", "C", "O", "C", "O", "O", "F", "H", "H", "H", "C", "C", "O", "C", "O", "O", "F", "H", "H", "H", "C", "C", "O", "C", "O", "O", "F", "H", "H", "H"],
  "coordinates": [[-1.30353, -0.30698, -3.85803], [-1.10483, 1.16801, -4.09711], [0.11448, 1.53670, -3.48540], [-2.33452, 2.40994, -3.44389], [-3.94144, 1.71019, -4.06603], [-4.66507, 0.67994, -3.22728], [-4.76419, 1.12146, -1.90171], [-1.12058, -0.54179, -2.80916], [-0.59527, -0.87878, -4.45982], [-2.30611, -0.63818, -4.13117], [-0.97238, 1.36637, -5.16596], [-2.38153, 1.85075, -2.14774], [-3.74906, 1.28527, -5.05728], [-4.60304, 2.56369, -4.22473], [-5.67949, 0.53689, -3.59693], [-4.16797, -0.29126, -3.21283], [2.42568, -1.68526, -1.66799], [2.13759, -2.43939, -0.37816], [0.84151, -2.95999, -0.60267], [0.60114, -2.99260, -1.93929], [-0.33976, -3.51717, -2.43916], [1.58057, -2.35999, -2.60920], [2.08745, -1.59955, 0.68405], [2.10046, -0.64875, -1.56914], [3.45746, -1.73180, -1.99924], [2.81610, -3.26143, -0.14739], [0.40354, 1.19242, 1.03221], [0.74563, 2.55545, 1.60792], [2.06424, 2.76646, 1.15053], [2.28154, 1.99077, 0.04896], [3.23024, 2.05855, -0.65248], [1.24410, 1.14295, -0.12089], [0.75648, 2.55888, 2.96581], [0.69465, 0.40303, 1.72680], [-0.63347, 1.07516, 0.73440], [0.11253, 3.37612, 1.26786], [-8.76052, 2.64656, -5.69512], [-9.77415, 1.60424, -5.25198], [-9.11365, 0.38852, -5.53681], [-7.77518, 0.61146, -5.60119], [-6.94714, -0.23290, -5.65282], [-7.52401, 1.94165, -5.57222], [-10.92077, 1.66629, -5.96677], [-8.93189, 2.90256, -6.74187], [-8.73615, 3.54057, -5.08082], [-10.02711, 1.62918, -4.19071], [3.49543, 2.98885, 4.85982], [3.56908, 4.23890, 5.71912], [4.79856, 4.07328, 6.39830], [5.58325, 3.21344, 5.68837], [6.71877, 2.98840, 5.93934], [4.87693, 2.66007, 4.68636], [2.56847, 4.30541, 6.62797], [3.00156, 2.18851, 5.41485], [3.02439, 3.13228, 3.89384], [3.59518, 5.17950, 5.16629], [5.90153, 1.76904, 8.59420], [5.46845, 1.25708, 9.95590], [4.11886, 0.89321, 9.73822], [3.91697, 0.69776, 8.40797], [2.92736, 0.25627, 7.92968], [5.01291, 1.07309, 7.71349], [5.51893, 2.21596, 10.91062], [5.70735, 2.83934, 8.51420], [6.93094, 1.55811, 8.32749], [6.01605, 0.38497, 10.31719], [0.41992, -6.74500, -2.42789], [1.90124, -6.93401, -2.69182], [2.00254, -8.31099, -2.96224], [0.77903, -8.77341, -3.36229], [0.58522, -9.84496, -3.82135], [-0.15647, -7.81508, -3.17877], [2.66079, -6.62749, -1.60495], [0.21347, -6.89317, -1.36614], [0.02867, -5.79101, -2.76251], [2.29198, -6.37253, -3.54282]]
}

=====

{
  "formula": "C22H27FN6O10",
  "method": "ωB97M-V/def2-TZVPD",
  "e_lumo_ev": -0.39,
  "mol_weight_g_mol": 554.488,
  "orbital_gap_ev": 8.1012,
  "elements": ["N", "C", "O", "C", "N", "C", "O", "C", "N", "C", "O", "C", "N", "C", "O", "C", "C", "C", "C", "C", "C", "N", "H", "C", "H", "C", "H", "C", "H", "H", "C", "H", "H", "H", "H", "F", "H", "N", "O", "O", "H", "H", "C", "C", "O", "O", "H", "H", "H", "H", "H", "H", "C", "H", "H", "C", "C", "O", "O", "H", "H", "H", "H", "H", "H", "H"],
  "coordinates": [[-1.01231, -2.37548, -2.38979], [-1.61857, -2.85625, -1.29290], [-2.51934, -3.66998, -1.32523], [-1.07261, -2.24099, 0.01032], [-1.66573, -0.92176, 0.17701], [-1.28297, 0.14393, -0.53183], [-0.34666, 0.12926, -1.31795], [-2.08629, 1.43207, -0.26442], [-1.60512, 2.47864, -1.13218], [-0.48798, 3.22112, -1.04117], [-0.14301, 3.95646, -1.94342], [0.35512, 3.11383, 0.24129], [1.44350, 2.19824, -0.00834], [1.56552, 1.02700, 0.64349], [0.78189, 0.72152, 1.54441], [2.69303, 0.15729, 0.21762], [3.72124, 0.65727, -0.56265], [4.73799, -0.16220, -1.03181], [4.72505, -1.53072, -0.75083], [3.73117, -2.02624, 0.04216], [2.70832, -1.22016, 0.60968], [1.80114, -1.68070, 1.47221], [1.15900, -0.96363, 1.81696], [1.59539, -3.03999, 1.91121], [2.51602, -3.43276, 2.35620], [0.48630, -3.10800, 2.95811], [0.35313, -4.15910, 3.22041], [-0.86348, -2.52258, 2.53039], [-0.78729, -1.43745, 2.44188], [-1.56918, -2.72650, 3.33711], [-1.41953, -3.09786, 1.22317], [-1.05108, -4.11096, 1.06064], [-2.50868, -3.15964, 1.26957], [0.81661, -2.58213, 3.85631], [1.34681, -3.68064, 1.05749], [3.74581, -3.35580, 0.30250], [5.49461, -2.17676, -1.14294], [5.79093, 0.39134, -1.81463], [5.77148, 1.59120, -2.02263], [6.64849, -0.36423, -2.22966], [3.78960, 1.70445, -0.81473], [1.96913, 2.37189, -0.85022], [0.87189, 4.51203, 0.58647], [-0.28473, 5.38967, 0.99462], [-1.42648, 5.02607, 1.09446], [0.10354, 6.64012, 1.24468], [-0.65491, 7.19477, 1.48757], [1.60095, 4.47664, 1.39696], [1.34474, 4.96257, -0.28926], [-0.21823, 2.72035, 1.08255], [-2.05772, 2.54373, -2.03539], [-1.90465, 1.72004, 0.77640], [-3.60338, 1.27779, -0.46238], [-4.01898, 2.28462, -0.51569], [-4.04467, 0.78776, 0.40787], [-3.99536, 0.47374, -1.70591], [-4.21125, -0.99146, -1.37395], [-4.39632, -1.40748, -0.25841], [-4.16813, -1.76536, -2.44700], [-4.17179, -2.71040, -2.19013], [-3.24951, 0.54075, -2.49889], [-4.93966, 0.84161, -2.11353], [-2.52393, -0.89586, 0.70974], [0.00487, -2.09846, -0.10629], [-0.40166, -1.57032, -2.32120], [-1.36210, -2.64588, -3.29608]]
}

=====

Which formula does entry 2 have?
C22H27FN6O10